--- 1 ---
# H24O12

A 12-piece molecular cluster, H24O12 overall (ωB97M-V/def2-TZVPD, the Open Molecules 2025 dataset).

The value obtained for the orbital gap is 10.15 eV. As for the SMILES: O.O.O.O.O.O.O.O.O.O.O.O. As for the LUMO energy: -0.61 eV. Its HOMO energy is -10.77 eV. Its charge is 0.

Cartesian coordinates (Å):
O 1.028 -0.064 0.732
H 0.329 -0.072 1.378
H 0.802 0.641 0.061
O 1.796 -2.087 4.660
H 2.226 -2.145 5.579
H 2.252 -2.793 4.240
O 3.095 1.392 1.851
H 2.475 1.976 1.409
H 2.872 0.505 1.528
O -1.380 -4.403 1.444
H -1.562 -3.418 1.632
H -1.033 -4.440 0.576
O 0.965 1.147 -2.468
H 0.331 1.791 -2.823
H 0.813 1.191 -1.489
O -0.891 1.994 2.609
H -0.778 2.864 2.365
H -0.930 1.554 1.750
O -1.151 3.848 -0.887
H -1.611 2.999 -0.776
H -0.532 3.926 -0.206
O 0.129 3.413 -4.290
H 0.329 2.588 -4.658
H -0.337 3.207 -3.384
O -1.772 0.933 0.027
H -2.744 0.870 0.035
H -1.434 0.040 0.013
O -0.929 -0.589 -3.341
H -0.098 -0.328 -2.892
H -0.556 -1.352 -3.945
O 0.809 -2.764 0.792
H 1.000 -2.330 1.707
H 1.040 -3.701 0.816
O -1.296 -2.439 -1.181
H -2.007 -2.500 -1.746
H -1.249 -1.451 -1.119

These are the Mulliken partial charges, in e, on atoms 1 to 2: atom 1 (O): -0.4100, atom 2 (H): 0.3427

---

--- 2 ---
# H24O12

A 12-piece molecular cluster, H24O12 overall (ωB97M-V/def2-TZVPD, the Open Molecules 2025 dataset).

The value obtained for the orbital gap is 11.32 eV. As for the SMILES: O.O.O.O.O.O.O.O.O.O.O.O. As for the LUMO energy: 0.07 eV. Its HOMO energy is -11.24 eV. Its charge is 0.

Cartesian coordinates (Å):
O 2.880 -1.717 -0.143
H 3.016 -0.782 -0.132
H 2.844 -2.091 0.795
O 1.899 -2.592 2.469
H 2.122 -3.009 3.238
H 1.542 -1.719 2.715
O 2.103 2.876 -1.849
H 1.197 3.166 -1.566
H 2.267 2.031 -1.468
O -1.326 -2.816 -0.977
H -1.090 -3.752 -1.073
H -0.459 -2.445 -1.227
O -2.026 -1.111 1.624
H -1.881 -1.766 0.985
H -2.927 -1.159 1.751
O -0.318 3.373 2.317
H -0.076 4.323 2.628
H 0.181 2.810 2.938
O -1.839 2.178 0.292
H -1.553 2.637 1.087
H -1.684 2.809 -0.427
O -0.655 0.040 -3.723
H -1.312 0.193 -3.054
H -0.094 0.815 -3.712
O -2.579 -0.040 -1.636
H -2.704 -0.947 -1.307
H -2.428 0.451 -0.859
O 0.433 0.111 2.644
H -0.470 -0.319 2.784
H 0.603 0.304 1.729
O 0.777 -1.414 -1.760
H 0.726 -1.079 -2.657
H 1.613 -1.704 -1.487
O 0.718 0.755 -0.113
H 0.388 0.098 -0.729
H 0.111 1.491 -0.098

These are the Mulliken partial charges, in e, on atoms 1 to 2: atom 1 (O): -0.7012, atom 2 (H): 0.2938

---

--- 3 ---
# H24O12

A 12-piece molecular cluster, H24O12 overall (ωB97M-V/def2-TZVPD, the Open Molecules 2025 dataset).

The value obtained for the orbital gap is 8.94 eV. As for the SMILES: O.O.O.O.O.O.O.O.O.O.O.O. As for the LUMO energy: -0.85 eV. Its HOMO energy is -9.79 eV. Its charge is 0.

Cartesian coordinates (Å):
O -0.863 -0.441 -0.067
H 0.098 -0.514 -0.085
H -1.055 0.288 -0.668
O -0.384 4.736 -1.086
H 0.323 4.313 -0.586
H -0.492 4.175 -1.862
O -2.288 -4.015 0.887
H -3.196 -4.332 0.958
H -2.157 -3.498 1.689
O -0.921 1.967 2.550
H -0.820 2.497 3.348
H -0.142 1.400 2.544
O -0.498 2.065 0.603
H -1.460 2.070 0.665
H -0.275 1.135 0.484
O 4.660 -1.953 -2.109
H 3.893 -2.046 -1.532
H 4.284 -1.713 -2.963
O -4.145 -1.447 0.376
H -4.091 -2.071 1.109
H -3.279 -1.023 0.366
O 0.406 -2.030 -2.770
H -0.387 -1.498 -2.902
H 0.070 -2.877 -2.453
O 2.912 -2.332 2.713
H 2.740 -3.281 2.695
H 2.245 -1.962 2.125
O 4.685 2.174 1.158
H 3.905 1.668 0.904
H 4.936 2.638 0.351
O 2.188 0.864 -0.776
H 1.275 0.852 -1.083
H 2.242 0.117 -0.171
O -4.830 1.454 -1.088
H -4.050 1.157 -1.571
H -5.528 1.461 -1.753

These are the Mulliken partial charges, in e, on atoms 1 to 2: atom 1 (O): -0.6101, atom 2 (H): 0.1994

---

--- 4 ---
# H24O12

A 12-piece molecular cluster, H24O12 overall (ωB97M-V/def2-TZVPD, the Open Molecules 2025 dataset).

The value obtained for the orbital gap is 10.37 eV. As for the SMILES: O.O.O.O.O.O.O.O.O.O.O.O. As for the LUMO energy: -0.11 eV. Its HOMO energy is -10.48 eV. Its charge is 0.

Cartesian coordinates (Å):
O 0.363 -0.958 0.262
H 0.183 -0.903 -0.686
H 0.605 -0.012 0.443
O -2.469 0.450 -2.577
H -2.924 -0.363 -2.429
H -3.042 1.047 -3.197
O -0.065 -2.014 2.616
H 0.409 -1.277 3.159
H -0.723 -2.159 3.303
O -0.332 0.722 5.011
H -0.491 0.645 4.067
H 0.170 1.594 5.139
O -0.707 -3.117 -3.576
H -0.183 -3.664 -4.250
H -0.504 -3.602 -2.827
O -3.082 1.399 2.194
H -3.851 1.246 1.607
H -2.615 2.055 1.736
O 2.553 1.621 -0.354
H 3.111 1.367 0.417
H 2.579 2.530 -0.389
O -0.320 -5.012 1.757
H -0.935 -4.606 1.149
H -0.783 -5.149 2.601
O -1.076 4.597 -0.016
H -1.579 5.054 -0.648
H -1.140 3.731 -0.381
O -0.371 2.095 -3.341
H 0.249 1.354 -3.251
H 0.225 2.563 -4.014
O 2.923 -0.128 -3.459
H 1.946 -0.243 -3.720
H 2.811 0.835 -3.467
O 2.780 -0.023 1.677
H 1.900 0.485 1.571
H 3.009 0.422 2.518

These are the Mulliken partial charges, in e, on atoms 1 to 2: atom 1 (O): -0.5008, atom 2 (H): 0.2663

---

Which is more stable than every other structure shown? 2 is more stable than every other one.